No. 1
An isolated ion of composition NO4P and charge -2 at a distorted geometry. Source: OMol25; level of theory: ωB97M-V/def2-TZVPD.

Bonds (Å) are listed after each position.
CARTESIAN COORDINATES (ANGSTROEM)
1 N 0.67602 -1.20741 0.01907  O3 1.372, P6 1.765
2 O -1.48999 -0.13999 1.03662  P6 1.534
3 O -0.01891 -1.04220 -1.15213  N1 1.372, P6 1.885
4 O 1.58256 0.64286 0.61071  P6 1.952
5 O -0.46583 1.48141 -0.69378  P6 1.508
6 P -0.28385 0.26534 0.17952  N1 1.765, O2 1.534, O3 1.885, O4 1.952, O5 1.508

Calculated values
Lowest unoccupied orbital energy (spin up / spin down) ... 0.2840 / 0.2847 Ha
Charge ... -2
Energy relative to the best compared isomer or geometry (same formula, charge and spin) ... 374.58 kJ/mol
Frontier orbital gap (spin up / spin down) ... 6.46 / 6.53 eV

No. 2
An isolated ion of composition NO4PS and charge -2 at a distorted geometry. Source: OMol25; level of theory: ωB97M-V/def2-TZVPD.

Bonds (Å) are listed after each position.
CARTESIAN COORDINATES (ANGSTROEM)
1 N 1.09232 -0.33876 -0.77619  P6 1.660, S7 2.042
2 O -1.29144 0.57991 -1.74062  P6 1.516
3 O 0.15442 2.02807 -0.24953  P6 1.437
4 O -0.89327 -0.20644 0.86421  P6 1.947, S7 1.559
5 O 0.98604 -1.41141 1.88994  S7 1.445
6 P -0.19237 0.70947 -0.70419  N1 1.660, O2 1.516, O3 1.437, O4 1.947, S7 2.533
7 S 0.14431 -1.36085 0.71638  N1 2.042, O4 1.559, O5 1.445, P6 2.533

Calculated values
Lowest unoccupied orbital energy ... 0.2318 Ha
Structure (SMILES) ... O=[S@]12=NP1([O-])([O-])O2
Charge ... -2
Energy relative to the best compared isomer or geometry (same formula, charge and spin) ... 131.73 kJ/mol
Frontier orbital gap ... 5.30 eV

No. 3
A 2-piece molecular cluster, NO5P overall at a distorted geometry. Source: OMol25; level of theory: ωB97M-V/def2-TZVPD.

Bonds (Å) are listed after each position.
CARTESIAN COORDINATES (ANGSTROEM)
1 N 2.19029 -0.36012 -0.23252  O4 1.272, O5 1.273
2 O -2.30369 -1.01944 0.59061  P7 1.501
3 O -1.98325 0.87748 -1.10830  P7 1.480
4 O 2.52039 -0.17208 -1.44596  N1 1.272
5 O 2.94336 -1.00135 0.56848  N1 1.273
6 O -1.51553 1.29821 1.34940  P7 1.452
7 P -1.85157 0.37730 0.27829  O2 1.501, O3 1.480, O6 1.452

Calculated values
Lowest unoccupied orbital energy ... 0.2524 Ha
Charge ... -2
Energy relative to the best compared isomer or geometry (same formula, charge and spin) ... 39.07 kJ/mol
Frontier orbital gap ... 6.85 eV

No. 4
An isolated ion of composition NO5S and charge -1 at a distorted geometry. Source: OMol25; level of theory: ωB97M-V/def2-TZVPD.

Bonds (Å) are listed after each position.
CARTESIAN COORDINATES (ANGSTROEM)
1 N -0.58792 -1.65894 -0.58177  O3 1.313, O6 1.226
2 O 1.39220 0.63218 1.06392  S7 1.447
3 O -0.12569 -0.43808 -0.72202  N1 1.313, S7 1.863
4 O -0.87441 1.50982 0.77143  S7 1.444
5 O 0.84248 1.96418 -0.90751  S7 1.436
6 O -0.82674 -2.19357 0.49581  N1 1.226
7 S 0.37536 1.12439 0.16008  O2 1.447, O3 1.863, O4 1.444, O5 1.436

Calculated values
Lowest unoccupied orbital energy ... 0.1519 Ha
Structure (SMILES) ... O=NOS(=O)(=O)[O-]
Charge ... -1
Energy relative to the best compared isomer or geometry (same formula, charge and spin) ... 40.70 kJ/mol
Frontier orbital gap ... 9.71 eV